(1)
Molecular formula: C21H44NO10PS3
Method: DFT, ωB97M-V with the def2-TZVPD basis set

Structure (XYZ):
```
80
Properties=species:S:1:pos:R:3:mulliken_charge:R:1
C 0.013 3.287 1.020 -0.82
C -1.180 3.282 1.576 0.01
C -2.335 4.018 1.010 0.49
O -3.087 4.618 1.729 -0.57
O -2.469 4.049 -0.348 -0.43
C -2.737 2.757 -0.942 0.17
C -1.677 2.388 -1.959 -0.31
C -1.675 0.885 -2.236 -0.34
C -0.443 0.454 -3.031 -1.19
C 0.823 0.789 -2.226 0.50
C 1.809 -0.376 -2.079 -0.90
O 1.991 -0.645 -0.675 -0.16
C 2.055 -1.956 -0.372 0.40
O 2.479 -2.797 -1.131 -0.66
N 1.575 -2.291 0.888 0.56
C 1.053 -1.224 1.760 -1.41
C -0.309 -0.694 1.353 0.73
O -0.830 0.069 2.473 -0.38
C -2.037 -0.429 2.894 0.33
O -2.125 -1.043 3.918 -0.59
C -3.226 -0.097 2.016 0.91
C -4.398 -1.026 2.309 -1.58
P 0.532 -3.649 0.790 0.55
O -0.524 -3.462 -0.233 -0.73
H 0.867 2.848 1.503 0.37
H 0.143 3.777 0.070 0.33
H -1.380 2.787 2.508 0.35
H -2.768 1.978 -0.185 -0.27
H -3.715 2.758 -1.410 0.33
H -1.842 2.896 -2.906 0.30
H -0.724 2.720 -1.567 0.02
H -1.642 0.331 -1.298 -0.21
H -2.595 0.624 -2.752 0.59
H -0.526 -0.613 -3.211 0.55
H -0.446 0.970 -3.988 0.40
H 0.504 1.047 -1.223 -0.56
H 1.328 1.636 -2.672 0.61
H 1.422 -1.254 -2.575 0.47
H 2.756 -0.134 -2.549 0.10
H 1.008 -1.587 2.779 0.44
H 1.756 -0.400 1.773 0.17
H -1.003 -1.497 1.116 0.65
H -0.253 -0.027 0.500 -0.43
H -2.911 -0.161 0.979 -0.28
H -3.499 0.922 2.272 0.21
H -4.052 -2.051 2.357 0.34
H -4.799 -0.780 3.283 0.34
H -5.162 -0.941 1.548 0.45
H 1.335 -4.731 0.481 -0.01
H 0.034 -3.752 2.096 0.09
C 5.512 -4.846 0.530 -0.76
S 4.322 -5.720 1.540 0.36
O 3.241 -4.728 1.806 -0.52
C 5.325 -5.808 3.026 -1.03
H 5.039 -4.658 -0.431 0.12
H 5.767 -3.899 1.008 0.23
H 6.404 -5.455 0.386 0.49
H 5.612 -4.802 3.331 0.30
H 6.207 -6.416 2.828 0.40
H 4.725 -6.274 3.804 0.34
C 6.541 0.583 -1.461 -1.02
S 5.984 -0.813 -0.477 0.66
O 7.194 -1.492 0.060 -0.68
C 5.406 -1.786 -1.872 -0.41
H 6.981 1.312 -0.784 0.35
H 7.289 0.248 -2.180 0.33
H 5.687 1.026 -1.973 0.31
H 6.232 -1.956 -2.562 0.53
H 4.591 -1.258 -2.367 0.13
H 5.033 -2.732 -1.491 -0.21
C -5.764 4.948 -0.636 -0.46
S -6.816 3.495 -0.681 0.54
O -6.633 2.849 -2.010 -0.62
C -8.356 4.422 -0.733 -0.95
H -4.728 4.632 -0.624 -0.09
H -5.955 5.559 -1.520 0.34
H -5.970 5.512 0.273 0.37
H -8.359 5.072 -1.608 0.29
H -8.453 5.006 0.181 0.34
H -9.174 3.709 -0.801 0.34
```

Summary:
Charge: 0
HOMO energy: -8.94 eV

(2)
Molecular formula: C21H44O15P2S
Method: DFT, ωB97M-V with the def2-TZVPD basis set

Structure (XYZ):
```
83
Properties=species:S:1:pos:R:3:mulliken_charge:R:1
C -4.720 1.871 -3.835 -0.85
C -4.573 0.990 -5.062 0.84
O -5.051 1.299 -6.128 -0.56
O -3.826 -0.132 -4.852 -0.29
C -2.795 -0.328 -5.807 -0.98
C -1.876 0.869 -6.042 -1.21
C -0.852 1.235 -4.911 1.63
C -0.365 0.186 -3.898 -1.85
C -1.146 0.360 -2.562 0.68
C -1.176 -0.974 -1.631 -1.25
O -2.316 -0.319 -2.510 -0.30
C 0.459 1.541 -5.720 -1.14
O 0.265 2.863 -6.250 -0.43
S -0.173 3.666 -4.911 1.05
O 0.861 3.751 -3.949 -0.48
O -0.758 4.846 -5.408 -0.59
O -1.215 2.544 -4.403 -0.21
H -4.736 1.229 -2.945 0.30
H -5.678 2.385 -3.865 0.39
H -3.854 2.526 -3.725 0.09
H -2.188 -1.161 -5.442 0.44
H -3.173 -0.663 -6.781 0.41
H -2.409 1.789 -6.295 0.33
H -1.292 0.631 -6.935 0.60
H -0.514 -0.850 -4.187 0.54
H 0.644 0.436 -3.563 0.50
H -1.045 1.313 -2.044 0.57
H -1.713 -1.926 -1.731 0.51
H -0.321 -1.362 -2.276 0.20
H 0.762 0.794 -6.452 0.53
H 1.354 1.645 -5.090 0.52
O -1.513 -5.297 3.259 -0.85
P -0.872 -3.965 3.440 0.59
O -1.251 -3.148 2.079 -0.14
C -2.588 -2.678 1.903 -0.20
C -2.939 -1.551 2.860 -0.77
O 0.695 -4.330 3.111 -0.29
C 1.131 -5.687 3.045 -0.38
C 1.014 -6.243 1.637 -1.09
O -0.367 -2.608 4.238 0.21
C -0.459 -2.642 5.679 -0.35
C 0.396 -3.738 6.288 -1.16
H -3.288 -3.512 2.016 0.31
H -2.659 -2.320 0.876 0.14
H -2.975 -1.908 3.893 0.22
H -3.917 -1.134 2.618 0.44
H -2.193 -0.758 2.813 0.02
H 0.580 -6.301 3.758 0.34
H 2.176 -5.705 3.361 0.39
H 0.074 -5.964 1.163 0.28
H 1.095 -7.331 1.643 0.34
H 1.812 -5.842 1.008 0.29
H -1.506 -2.769 5.969 0.33
H -0.131 -1.669 6.041 0.35
H 0.045 -4.730 5.985 0.28
H 0.356 -3.692 7.376 0.44
H 1.432 -3.648 5.963 0.29
O 1.406 3.299 2.856 -0.79
P 2.415 2.819 1.872 0.92
O 1.561 2.631 0.495 -0.17
C 1.142 3.789 -0.229 -0.07
C 2.299 4.516 -0.885 -1.07
O 2.567 1.250 2.320 -0.34
C 2.037 0.783 3.559 -0.57
C 0.611 0.293 3.387 -0.69
O 3.881 2.717 1.109 -0.30
C 4.993 3.387 1.741 -0.29
C 5.290 2.836 3.123 -1.08
H 0.588 4.458 0.437 0.29
H 0.453 3.441 -0.999 0.02
H 2.963 4.967 -0.141 0.35
H 1.933 5.314 -1.531 0.42
H 2.897 3.825 -1.479 0.22
H 2.103 1.557 4.325 0.38
H 2.671 -0.040 3.895 0.35
H 0.018 0.965 2.767 0.35
H 0.118 0.184 4.355 0.22
H 0.604 -0.677 2.889 0.19
H 4.783 4.459 1.794 0.30
H 5.855 3.251 1.091 0.36
H 4.458 3.016 3.811 0.31
H 6.175 3.316 3.543 0.43
H 5.451 1.759 3.085 0.25
```

Summary:
Charge: 0
HOMO energy: -8.90 eV